{"formula": "C21H30BrN4O2S4Sc", "method": "wB97M-V/def2-TZVPD", "energy_ev": -166392.0056, "charge": 2, "homo_lumo_gap_ev": 8.276, "homo_ha": -0.517, "e_lumo_ev": -5.791, "de_lowest_kcal_mol": 18.3, "elements": ["Sc", "C", "C", "S", "C", "C", "S", "C", "C", "S", "C", "C", "S", "H", "H", "H", "H", "H", "H", "H", "H", "H", "H", "H", "H", "H", "H", "H", "H", "C", "C", "C", "O", "C", "H", "H", "H", "H", "H", "H", "H", "H", "Br", "C", "C", "C", "C", "C", "N", "H", "H", "H", "H", "N", "C", "O", "C", "C", "N", "C", "N", "H", "H"], "coordinates": [[-0.33, 0.02, 0.21], [3.25, -1.81, -0.32], [3.35, -1.46, 1.14], [1.71, -1.39, 1.96], [2.04, -0.69, 3.59], [0.82, 0.14, 4.05], [0.33, 1.48, 2.96], [1.80, 2.37, 2.40], [1.26, 3.26, 1.23], [1.18, 2.28, -0.30], [2.93, 1.84, -0.59], [3.06, 0.78, -1.59], [2.16, -0.75, -1.30], [2.86, -2.82, -0.41], [4.31, -1.73, -0.63], [3.89, -0.52, 1.33], [3.98, -2.20, 1.68], [2.95, -0.16, 3.58], [2.12, -1.49, 4.30], [1.05, 0.55, 4.99], [-0.06, -0.55, 4.11], [2.56, 1.63, 2.13], [2.36, 3.00, 3.08], [1.87, 4.10, 1.01], [0.30, 3.75, 1.50], [3.33, 1.55, 0.42], [3.30, 2.80, -0.93], [4.04, 0.43, -1.83], [2.63, 1.09, -2.57], [-0.76, -0.20, -4.50], [-1.77, 0.91, -4.18], [-1.37, 1.29, -2.71], [-0.65, 0.16, -2.18], [-0.77, -0.93, -3.17], [0.23, 0.21, -4.74], [-1.09, -0.85, -5.30], [-2.75, 0.51, -4.19], [-1.73, 1.75, -4.85], [-2.18, 1.53, -2.02], [-0.69, 2.14, -2.72], [-1.75, -1.42, -2.95], [0.08, -1.62, -3.03], [-3.43, -0.84, -0.79], [-2.40, -2.33, -0.39], [-2.98, -3.63, -0.48], [-2.22, -4.72, -0.19], [-0.90, -4.49, 0.14], [-0.36, -3.24, 0.08], [-1.10, -2.14, -0.20], [-4.05, -3.72, -0.62], [-2.63, -5.70, -0.03], [-0.34, -5.33, 0.45], [0.64, -3.08, 0.45], [-2.88, 3.35, 0.37], [-2.41, 2.25, 0.91], [-1.34, 1.73, 0.36], [-3.05, 1.60, 1.99], [-4.45, 1.83, 2.33], [-5.52, 2.09, 2.59], [-2.42, 0.34, 2.14], [-1.71, -0.58, 1.98], [-2.52, 3.74, -0.48], [-3.78, 3.87, 0.73]], "lowdin_charge": [0.803, -0.484, -0.485, 0.888, -0.459, -0.478, 0.932, -0.470, -0.434, 0.925, -0.463, -0.489, 0.905, 0.085, 0.112, 0.082, 0.113, 0.074, 0.088, 0.075, 0.091, 0.042, 0.097, 0.074, 0.097, 0.082, 0.101, 0.088, 0.105, -0.128, -0.107, -0.185, -0.351, -0.182, 0.132, 0.127, 0.109, 0.113, 0.081, 0.107, 0.105, 0.105, 1.018, -0.686, -0.051, -0.015, -0.014, -0.121, -0.067, 0.122, 0.135, 0.117, 0.043, 0.222, -0.481, -0.310, -0.161, -0.189, 0.185, -0.197, 0.101, 0.122, 0.205]}